Record 1
68
Properties=species:S:1:pos:R:3:forces:R:3 method="wB97M-V/def2-TZVPD" mol_weight_da=572.79 s_squared=6.02 multiplicity=5 orbital_gap_ev="7.7 / 8.0"
Cr 0.468 -0.877 0.275 0.1 -0.1 -0.2
N 2.791 -1.206 -0.044 -0.1 0.1 0.1
C 3.914 -0.352 -0.480 0.0 0.0 0.0
C 3.827 1.064 0.086 0.0 -0.1 0.0
C 3.033 2.050 -0.772 0.1 0.0 0.0
C 1.625 1.603 -1.125 0.4 0.0 -0.2
N 0.863 1.178 0.050 -0.6 0.3 0.0
H 2.895 -1.384 0.956 0.0 0.0 0.0
H 2.863 -2.114 -0.493 0.0 0.0 0.0
H 3.920 -0.321 -1.572 0.0 0.0 0.0
H 4.862 -0.803 -0.172 0.0 0.0 0.0
H 4.839 1.457 0.200 0.0 0.0 0.0
H 3.414 1.001 1.098 0.0 0.0 0.0
H 3.576 2.230 -1.704 0.0 0.0 0.0
H 2.992 3.015 -0.255 0.0 0.0 0.0
H 1.674 0.774 -1.838 0.0 0.0 0.1
H 1.109 2.413 -1.653 0.0 0.0 0.1
H -0.115 1.554 -0.073 0.2 -0.5 0.1
H 1.167 1.663 0.889 0.3 -0.1 0.1
S 0.970 -1.446 2.926 0.0 0.0 -0.1
C 1.123 -2.884 2.032 -0.1 0.0 0.1
N 0.794 -2.966 0.756 0.1 0.3 0.0
C 1.150 -4.176 0.188 0.0 -0.1 0.0
C 1.018 -4.517 -1.158 0.0 0.0 0.0
C 1.433 -5.770 -1.571 0.0 0.0 0.0
C 1.975 -6.683 -0.665 0.0 0.0 0.0
C 2.124 -6.350 0.670 0.0 0.0 0.0
C 1.717 -5.090 1.088 0.0 0.0 -0.1
S 1.826 -4.359 2.662 0.0 0.0 0.0
H 0.596 -3.808 -1.859 0.0 0.0 0.0
H 1.333 -6.046 -2.612 0.0 0.0 0.0
H 2.288 -7.659 -1.010 0.0 0.0 0.0
H 2.555 -7.054 1.370 0.0 0.0 0.0
C 0.743 6.478 1.502 0.0 0.0 0.0
C -0.174 6.770 0.305 0.0 0.0 0.0
C 0.653 6.727 -0.987 0.0 0.0 0.0
C -0.740 8.180 0.465 0.0 0.0 0.0
C -1.271 5.704 0.245 0.0 0.0 0.0
C -2.635 6.020 0.336 0.0 0.0 0.0
C -3.622 5.050 0.289 0.0 0.0 0.0
C -3.241 3.722 0.148 0.0 0.1 0.0
S -4.193 2.281 0.053 0.1 0.0 0.0
C -2.721 1.321 -0.100 0.2 0.0 0.1
N -1.638 2.035 -0.082 -0.7 0.0 -0.1
C -1.889 3.386 0.057 0.0 0.0 0.0
C -0.910 4.373 0.106 0.0 0.0 0.0
C -2.796 -0.151 -0.266 0.0 0.3 -0.1
C -4.092 -0.658 -0.420 0.0 -0.1 0.0
C -4.320 -1.994 -0.683 0.0 0.1 0.0
C -3.225 -2.830 -0.805 0.0 0.0 0.0
C -1.947 -2.323 -0.620 0.0 0.0 0.0
C -1.645 -0.982 -0.323 0.1 0.0 0.2
H 1.479 7.276 1.615 0.0 0.0 0.0
H 1.286 5.541 1.372 0.0 0.0 0.0
H 0.168 6.408 2.426 0.0 0.0 0.0
H 1.496 7.419 -0.915 0.0 0.0 0.0
H 0.048 7.016 -1.848 0.0 0.0 0.0
H 1.054 5.731 -1.177 0.0 0.0 0.0
H 0.081 8.899 0.480 0.0 0.0 0.0
H -1.293 8.292 1.399 0.0 0.0 0.0
H -1.399 8.449 -0.362 0.0 0.0 0.0
H -2.939 7.050 0.447 0.0 0.0 0.0
H -4.665 5.329 0.362 0.0 0.0 0.0
H 0.132 4.082 0.033 0.0 0.0 0.0
H -4.953 -0.004 -0.343 0.0 0.0 0.0
H -5.329 -2.368 -0.795 0.0 0.0 0.0
H -3.361 -3.881 -1.030 0.0 0.0 0.0
H -1.138 -3.037 -0.689 0.0 0.0 0.0

Record 2
69
Properties=species:S:1:pos:R:3:forces:R:3 method="wB97M-V/def2-TZVPD" mol_weight_da=694.88 de_lowest_kj_mol=50.4 s_squared=6.03 multiplicity=5 orbital_gap_ev="7.0 / 6.5"
Ir 0.296 0.157 0.139 0.0 -0.1 -0.1
C 5.280 -1.943 2.200 0.0 0.0 0.0
C 4.318 -2.377 1.297 0.0 0.0 0.0
C 3.120 -1.695 1.165 0.0 0.0 0.0
C 2.871 -0.563 1.939 -0.1 0.1 -0.1
C 3.834 -0.126 2.851 0.1 0.0 0.0
C 5.028 -0.817 2.972 0.0 0.0 0.0
N 1.658 0.135 1.773 0.2 0.0 0.3
N 1.331 0.899 2.800 -0.1 0.0 -0.1
C 0.110 1.454 2.708 0.1 0.0 0.1
C -0.388 2.237 3.773 0.1 -0.1 0.0
C -1.669 2.703 3.722 -0.1 0.0 0.0
C -2.481 2.407 2.613 0.0 0.0 0.0
C -1.935 1.680 1.588 0.1 0.0 0.1
N -0.667 1.237 1.617 -0.2 0.1 0.0
H 6.216 -2.476 2.299 0.0 0.0 0.0
H 4.497 -3.254 0.690 0.0 0.0 0.0
H 2.372 -2.037 0.464 0.0 0.0 0.0
H 3.636 0.750 3.448 0.0 0.0 0.0
H 5.771 -0.467 3.676 0.0 0.0 0.0
H 0.264 2.418 4.615 0.0 0.0 0.0
H -2.063 3.293 4.539 0.0 0.0 0.0
H -3.503 2.748 2.546 0.0 0.0 0.0
H -2.492 1.436 0.696 0.0 0.0 0.0
O -0.974 -1.218 1.852 -0.1 -0.1 0.1
N -1.514 -2.371 1.560 0.1 0.1 0.0
C -2.400 -2.906 2.432 0.0 0.0 -0.1
C -3.018 -4.096 2.164 0.0 0.0 0.0
C -2.728 -4.756 0.967 0.0 0.0 0.1
C -1.827 -4.199 0.095 0.1 0.1 0.0
C -1.192 -2.987 0.396 0.0 -0.1 0.0
S -0.013 -2.248 -0.612 0.0 0.0 0.0
H -2.556 -2.306 3.315 0.0 0.0 0.0
H -3.721 -4.496 2.879 0.0 0.0 0.0
H -3.210 -5.693 0.725 0.0 0.0 0.0
H -1.581 -4.672 -0.844 0.0 0.0 0.0
C 2.903 1.755 -1.953 0.1 0.0 0.0
C 2.866 0.352 -1.363 -0.1 0.0 0.1
C 3.661 -0.646 -2.183 0.0 0.0 0.0
O 1.515 -0.092 -1.347 0.2 -0.1 -0.2
H 3.933 2.101 -2.059 0.0 0.0 0.0
H 2.370 2.457 -1.311 0.0 0.0 0.0
H 2.425 1.762 -2.934 0.0 0.0 0.0
H 3.272 0.386 -0.346 0.0 0.0 -0.1
H 3.322 -0.641 -3.221 0.0 0.0 0.0
H 3.533 -1.654 -1.786 0.0 0.0 0.0
H 4.723 -0.398 -2.159 0.0 0.0 0.0
C -3.201 -0.459 -1.224 0.0 0.0 0.1
N -2.852 -0.489 -2.626 0.1 -0.1 0.0
C -3.880 0.140 -3.423 -0.1 0.1 0.0
C -1.489 -0.032 -2.914 -0.1 0.1 0.0
C -1.143 1.338 -2.371 0.0 0.1 0.1
C -1.521 2.437 -3.145 0.0 0.0 0.0
C -1.286 3.742 -2.751 0.0 0.0 0.0
C -0.654 3.973 -1.541 0.0 0.0 0.0
C -0.286 2.899 -0.747 0.0 -0.1 0.0
C -0.520 1.576 -1.136 -0.2 0.1 -0.1
H -4.090 -1.071 -1.051 0.0 0.0 0.0
H -3.416 0.560 -0.859 0.0 0.0 -0.1
H -2.388 -0.867 -0.624 0.0 0.0 0.0
H -4.818 -0.404 -3.296 0.0 0.0 0.0
H -3.609 0.103 -4.479 0.0 0.0 0.0
H -4.071 1.191 -3.149 0.0 0.0 0.0
H -1.379 -0.007 -4.000 0.0 0.0 0.0
H -0.793 -0.774 -2.544 0.1 -0.1 0.1
H -1.989 2.250 -4.104 0.0 0.0 0.0
H -1.581 4.566 -3.387 0.0 0.0 0.0
H -0.441 4.982 -1.213 0.0 0.0 0.0
H 0.214 3.110 0.190 0.0 0.0 0.0

Record 3
67
Properties=species:S:1:pos:R:3:forces:R:3 method="wB97M-V/def2-TZVPD" mol_weight_da=476.57 de_lowest_kj_mol=9.5 smiles="CCO[C@H]1OC(C(=O)NCc2ccccc2)=C[C@@H](c2cn(C(C)=O)c3ccccc23)[C@@H]1CCCO" multiplicity=1 orbital_gap_ev=9.0
C 1.222 -4.542 1.510 0.0 0.3 0.1
C 1.424 -3.431 2.535 0.1 -0.3 0.0
O 0.803 -2.203 2.192 -0.1 0.2 -0.3
C 1.409 -1.463 1.192 0.1 0.5 0.4
O 1.049 -2.031 -0.063 -0.2 0.0 -0.3
C 1.145 -1.219 -1.160 0.3 0.5 0.1
C 0.860 -1.903 -2.459 0.1 -0.2 0.1
O 1.014 -1.347 -3.530 0.0 0.2 -0.1
N 0.426 -3.172 -2.320 0.0 -0.3 0.2
C -0.056 -3.955 -3.437 0.0 0.1 -0.2
C -1.563 -4.003 -3.456 0.0 -0.1 0.0
C -2.281 -2.823 -3.614 0.0 0.0 0.0
C -3.663 -2.838 -3.608 0.0 0.1 0.0
C -4.343 -4.034 -3.446 -0.1 -0.1 0.0
C -3.636 -5.213 -3.289 -0.1 0.0 0.0
C -2.251 -5.197 -3.289 0.1 0.1 -0.1
C 1.443 0.079 -1.119 0.0 -0.3 0.0
C 1.633 0.803 0.178 -0.2 -0.1 0.1
C 1.083 2.191 0.136 0.4 0.3 0.1
C 1.681 3.307 0.617 0.2 -0.6 -0.2
N 0.844 4.410 0.500 -0.3 -0.1 -0.1
C 1.103 5.699 0.932 0.3 0.3 0.2
C 2.453 5.903 1.571 -0.1 0.2 0.0
O 0.287 6.582 0.817 0.0 0.0 0.0
C -0.338 3.969 -0.097 -0.4 -0.3 -0.2
C -1.487 4.663 -0.438 -0.1 0.2 0.0
C -2.515 3.948 -1.023 0.0 0.0 0.0
C -2.406 2.581 -1.268 -0.1 -0.1 -0.1
C -1.263 1.886 -0.931 0.0 0.0 0.0
C -0.217 2.584 -0.337 0.0 0.5 0.1
C 0.944 -0.004 1.297 0.4 -0.4 0.1
C 1.215 0.596 2.682 -0.2 -0.1 -0.1
C 0.011 1.364 3.231 0.5 0.2 0.3
C 0.426 2.351 4.323 -0.5 -0.4 0.0
O 1.149 3.447 3.807 0.3 0.4 -0.2
H 0.161 -4.669 1.309 -0.1 -0.1 0.0
H 1.732 -4.303 0.580 0.0 -0.1 -0.1
H 1.623 -5.473 1.903 0.0 -0.1 0.0
H 2.498 -3.264 2.699 -0.1 0.0 0.1
H 0.959 -3.708 3.484 0.2 0.0 -0.1
H 2.514 -1.517 1.284 -0.2 -0.1 0.0
H 0.244 -3.506 -1.386 0.0 0.1 0.0
H 0.361 -4.965 -3.377 0.0 0.1 -0.1
H 0.317 -3.461 -4.339 0.0 -0.2 0.1
H -1.745 -1.894 -3.747 0.1 0.1 0.0
H -4.212 -1.917 -3.734 0.0 0.1 0.0
H -5.423 -4.047 -3.444 -0.1 0.0 0.0
H -4.162 -6.148 -3.163 0.0 -0.1 0.0
H -1.702 -6.119 -3.165 0.1 -0.1 0.0
H 1.515 0.624 -2.046 0.0 -0.1 -0.2
H 2.706 0.871 0.403 -0.1 0.0 0.1
H 2.655 3.399 1.053 0.2 0.0 0.1
H 3.249 5.661 0.871 0.1 -0.1 0.0
H 2.539 6.947 1.860 0.0 0.0 0.0
H 2.552 5.278 2.456 0.1 -0.1 0.0
H -1.573 5.721 -0.254 0.0 0.0 0.0
H -3.423 4.463 -1.301 -0.1 0.1 0.0
H -3.230 2.060 -1.732 -0.1 -0.1 0.0
H -1.172 0.829 -1.132 0.0 -0.1 0.0
H -0.134 -0.018 1.112 0.0 0.0 -0.1
H 2.065 1.280 2.623 0.1 0.0 0.0
H 1.471 -0.200 3.382 0.1 0.0 0.0
H -0.470 1.926 2.425 -0.1 0.0 0.0
H -0.722 0.664 3.633 -0.1 0.0 0.0
H 1.096 1.869 5.039 -0.1 0.0 0.0
H -0.462 2.706 4.864 0.1 -0.1 0.0
H 0.567 3.925 3.204 0.0 0.0 0.0

Energy for the records above, in order: -96445.5716; -54769.9651; -42773.9801 eV
Strongest force on any atom for the records above, in order: 0.7; 0.4; 0.7 eV/Å